(1)
Here is a gas-phase ion, CH2NO2 (charge -1) from OMol25. Energies are from ωB97M-V/def2-TZVPD.

Structure (ORCA input):
```
! wB97M-V def2-TZVPD RIJCOSX def2/J DEFGRID3
* xyz -1 1
N -0.63 -0.28 -0.38
C 0.44 0.35 0.29
O 0.04 0.84 1.32
O 1.58 0.56 -0.28
H -1.13 -0.79 0.31
H -0.31 -0.69 -1.26
*
```

Results
- LUMO energy: 4.780 eV
- DFT total energy: -6655.9636 eV
- Structure (SMILES): NC(=O)[O-]
- Strongest force on any atom: 3.36 eV Å⁻¹

(2)
Here is 2 unconnected molecules or ions with the total composition CH2NO2S from OMol25. Energies are from ωB97M-V/def2-TZVPD.

Structure (ORCA input):
```
! wB97M-V def2-TZVPD RIJCOSX def2/J DEFGRID3
* xyz -1 1
C 1.00 0.07 -0.08
N -1.29 0.48 0.15
O 0.19 -1.70 0.05
O 0.03 0.87 0.00
S 2.59 0.28 -0.14
H -0.70 -1.35 -0.01
H -1.82 1.35 0.03
*
```

Results
- LUMO energy: 3.582 eV
- DFT total energy: -17486.2745 eV
- Strongest force on any atom: 4.28 eV Å⁻¹

(3)
Here is a gas-phase ion, CH2NO2S (charge -1) from OMol25. Energies are from ωB97M-V/def2-TZVPD.

Structure (ORCA input):
```
! wB97M-V def2-TZVPD RIJCOSX def2/J DEFGRID3
* xyz -1 1
C -0.09 0.38 -0.34
N 0.48 1.29 -1.05
O -0.76 1.35 -3.17
O 0.47 -0.77 -2.61
S 0.54 0.72 -2.79
H -0.44 0.47 0.75
H -0.30 -0.65 -0.89
*
```

Results
- LUMO energy: 4.282 eV
- DFT total energy: -17489.7391 eV
- Strongest force on any atom: 2.66 eV Å⁻¹

(4)
Here is a gas-phase ion, CH2NO3S (charge -1) from OMol25. Energies are from ωB97M-V/def2-TZVPD.

Structure (ORCA input):
```
! wB97M-V def2-TZVPD RIJCOSX def2/J DEFGRID3
* xyz -1 1
C 1.33 0.01 0.04
N -0.96 -1.34 0.27
O 1.83 -1.08 0.19
O 1.53 1.16 0.26
O -1.05 1.29 -0.17
S -0.52 -0.21 -0.79
H -2.05 -1.55 0.06
H -0.12 1.72 0.15
*
```

Results
- LUMO energy: 3.797 eV
- DFT total energy: -19537.5748 eV
- Strongest force on any atom: 3.11 eV Å⁻¹

Number 1: HOMO level -0.126 hartree. Number 2: HOMO level -0.107 hartree. Number 3: HOMO level -0.138 hartree. Number 4: HOMO level -0.141 hartree.